(1)
CBrO3 | ωB97M-V/def2-TZVPD

LUMO level: 3.394 eV
Net charge: -1
Maximum force: 2.9 eV/A
Frontier orbital gap: 6.065 eV

Each atom is followed by the atoms it is bonded to, with distances in Å.
Positions of all 5 atoms, in Å:
1 C -1.6045 0.0870 0.2133  O2 1.171, O3 1.136
2 O -1.7289 0.7275 1.1860  C1 1.171
3 O -1.5965 -0.4798 -0.7716  C1 1.136
4 O 1.6197 0.1244 -0.2866  Br5 1.789
5 Br 3.3102 -0.4591 -0.3411  O4 1.789

(2)
CCl2FO3S | ωB97M-V/def2-TZVPD

LUMO level (spin up / spin down): 3.181 / 2.654 eV
Spin multiplicity: 3
Net charge: -1
Maximum force: 3.5 eV/A
Frontier orbital gap (spin up / spin down): 6.673 / 8.155 eV

Each atom is followed by the atoms it is bonded to, with distances in Å.
Positions of all 8 atoms, in Å:
1 C 1.2235 0.7992 0.9067  F5 1.397, Cl7 1.717, Cl8 1.743
2 O -1.6005 -2.1185 -0.3374  S6 1.488
3 O -2.4331 -0.1702 -1.4721  S6 1.483
4 O 0.0550 -0.1716 -0.6381  S6 1.538
5 F 0.9793 2.1655 0.7493  C1 1.397
6 S -1.2013 -0.9169 -1.1195  O2 1.488, O3 1.483, O4 1.538
7 Cl 0.3888 0.1855 2.2753  C1 1.717
8 Cl 2.9554 0.5983 0.9128  C1 1.743

(3)
CCl3F3Si | ωB97M-V/def2-TZVPD

LUMO level (spin up / spin down): 0.534 / -5.052 eV
Spin multiplicity: 3
Net charge: 0
Maximum force: 4.9 eV/A
Frontier orbital gap (spin up / spin down): 8.337 / 6.180 eV

Each atom is followed by the atoms it is bonded to, with distances in Å.
Positions of all 8 atoms, in Å:
1 C 0.9649 0.1404 0.0929  Si5 1.961, Cl6 2.106, Cl7 1.803, Cl8 1.752
2 F -1.5524 -1.0235 -1.0952  Si5 1.610
3 F -1.6052 1.3795 -0.3635  Si5 1.591
4 F -1.6022 -0.5426 1.4175  Si5 1.593
5 Si -0.9880 -0.0306 0.0392  C1 1.961, F2 1.610, F3 1.591, F4 1.593
6 Cl 1.6679 -1.5927 -0.8752  C1 2.106
7 Cl 1.4301 1.5682 -0.9048  C1 1.803
8 Cl 1.6849 0.1013 1.6893  C1 1.752

What is the net charge in the third record?
0

Which formula does entry 2 have?
CCl2FO3S

The highest maximum force belongs to which entry?
CCl3F3Si